1.
# C28H29N2O4S2Se2V

A structure of composition C28H29N2O4S2Se2V at a distorted geometry (ωB97M-V with the def2-TZVPD basis set, OMol25).

Computed properties:
- F_max (eV/A) = 1.2
- relative energy (zero: lowest compared OMol25 entry of this formula, charge and spin) (kcal/mol) = 21.9
- charge = +2
- expectation value of S² = 2.026
- multiplicity = 3

Geometry as XYZ:
```
68
Properties=species:S:1:pos:R:3:forces:R:3:mulliken_charge:R:1
V 0.333 0.160 0.316 -0.4954 -0.0018 -0.4019 0.141
Se 3.318 0.653 2.227 -0.0375 -0.0246 -0.0268 0.064
Se 1.516 2.042 2.728 -0.0639 -0.0650 -0.0106 0.103
C 0.340 0.616 3.248 0.0464 -0.1591 -0.1248 0.440
C -0.128 0.558 4.542 -0.0313 -0.0270 0.1003 -0.834
C -0.845 -0.562 4.939 -0.0128 0.0467 0.1027 -0.372
C -1.031 -1.595 4.038 -0.0288 -0.0489 0.0086 -1.092
C -0.568 -1.444 2.749 0.0760 0.2003 -0.0951 0.038
N 0.077 -0.336 2.337 0.0069 -0.2658 0.5123 0.141
C 3.303 1.038 0.342 -0.0595 0.1276 0.0714 0.367
C 4.509 1.262 -0.295 0.0663 0.0760 -0.0537 -0.853
C 4.491 1.739 -1.596 0.0710 0.0016 -0.0157 -0.400
C 3.272 2.016 -2.196 -0.0025 0.0369 -0.0299 -0.900
C 2.115 1.724 -1.508 -0.1480 -0.1257 0.1520 -0.360
N 2.121 1.194 -0.266 0.3836 -0.0203 -0.1814 0.326
H 0.101 1.357 5.233 -0.0044 -0.0058 0.0096 0.505
H -1.220 -0.638 5.952 0.0091 0.0024 -0.0140 0.459
H -1.542 -2.505 4.317 0.0023 0.0074 0.0102 0.532
H -0.733 -2.206 2.004 0.0123 0.0129 -0.0168 0.271
H 5.440 1.121 0.237 -0.0073 0.0019 0.0019 0.458
H 5.420 1.936 -2.116 -0.0162 -0.0016 0.0120 0.470
H 3.212 2.453 -3.182 0.0085 -0.0110 0.0053 0.521
H 1.135 1.892 -1.936 0.0165 0.0055 -0.0431 0.462
O 0.450 -0.581 -1.498 0.2389 -0.3141 -0.2093 0.476
S 1.159 -1.485 -2.521 0.0590 0.4413 0.2263 0.129
C -0.221 -2.042 -3.497 -0.1305 -0.0502 -0.1120 -1.299
C -1.338 -2.741 -2.707 -0.0043 0.0231 -0.0859 0.579
C -2.692 -2.045 -2.864 0.0538 0.0409 -0.0267 -1.480
C -2.821 -0.728 -2.110 0.0027 -0.0732 -0.0731 -0.360
S -2.887 -0.778 -0.300 0.0955 0.6279 0.0278 0.022
O -1.452 -0.964 0.191 0.2671 -0.2286 0.2115 -0.039
C -3.687 -2.314 0.022 -0.0104 -0.1457 0.0503 0.831
C -5.069 -2.337 -0.118 -0.0099 -0.0634 0.0013 -0.463
C -5.743 -3.525 0.120 -0.0090 -0.0071 0.0047 -0.685
C -5.041 -4.658 0.514 0.0037 0.0369 -0.0076 -0.537
C -3.662 -4.609 0.672 0.0468 0.0054 0.0108 -1.056
C -2.969 -3.431 0.425 -0.1439 -0.0611 -0.0607 0.004
C 1.599 -2.937 -1.608 0.0202 -0.1354 0.1062 0.653
C 2.008 -2.781 -0.289 0.0244 -0.0607 -0.0111 0.033
C 2.408 -3.893 0.436 0.0017 -0.0169 -0.0026 -0.860
C 2.413 -5.145 -0.164 -0.0026 -0.0051 -0.0096 -0.627
C 2.028 -5.286 -1.491 -0.0036 0.0045 0.0023 -0.734
C 1.620 -4.181 -2.224 0.0410 -0.0376 0.0541 -0.594
H 0.206 -2.635 -4.308 -0.0822 -0.0284 0.0116 0.660
H -0.550 -1.099 -3.946 -0.0316 -0.0563 -0.0504 0.574
H -1.072 -2.797 -1.652 0.0168 0.0276 0.0435 -0.499
H -1.419 -3.771 -3.055 -0.0277 -0.0008 -0.0155 0.562
H -3.488 -2.726 -2.562 0.0059 -0.0032 0.0496 0.414
H -2.874 -1.830 -3.920 -0.0022 -0.0148 -0.0019 0.564
H -3.739 -0.198 -2.375 -0.0259 -0.0609 -0.0548 0.729
H -1.997 -0.031 -2.289 -0.0339 0.0027 -0.0010 0.140
H -5.616 -1.445 -0.403 0.0244 -0.0099 0.0139 0.461
H -6.819 -3.562 0.011 0.0152 -0.0012 0.0021 0.439
H -5.574 -5.579 0.710 0.0121 0.0141 -0.0049 0.428
H -3.122 -5.492 0.989 -0.0116 0.0072 -0.0057 0.458
H -1.895 -3.381 0.540 0.0052 -0.0005 -0.0312 0.195
H 2.063 -1.802 0.176 -0.0093 0.0399 -0.0069 0.300
H 2.733 -3.778 1.461 -0.0058 0.0047 -0.0037 0.525
H 2.729 -6.012 0.400 -0.0009 0.0086 -0.0113 0.441
H 2.045 -6.260 -1.959 -0.0044 0.0061 -0.0006 0.439
H 1.327 -4.305 -3.259 0.0004 0.0053 0.0213 0.451
C -2.353 3.421 0.789 0.0145 -0.0525 0.0610 -0.800
O -1.433 2.334 1.062 0.3142 -0.3014 -0.0983 -0.189
C -0.896 1.733 -0.018 -0.7385 0.9201 0.0704 0.952
O -1.192 2.068 -1.146 0.2701 -0.3117 -0.0112 -0.578
H -2.530 3.898 1.746 -0.0098 0.0095 0.0029 0.251
H -3.280 3.021 0.386 -0.0148 0.0127 -0.0390 0.277
H -1.910 4.114 0.080 -0.0120 0.0399 -0.0087 0.325
```
Forces are in eV/Å.



2.
# C28H29N3SiTl

A structure of composition C28H29N3SiTl at a distorted geometry (ωB97M-V with the def2-TZVPD basis set, OMol25).

Computed properties:
- F_max (eV/A) = 3.9
- relative energy (zero: lowest compared OMol25 entry of this formula, charge and spin) (kcal/mol) = 92.4
- charge = +1

Geometry as XYZ:
```
62
Properties=species:S:1:pos:R:3:forces:R:3:mulliken_charge:R:1
C -0.242 -0.834 2.069 0.2184 -0.5633 0.1650 -0.743
C -1.135 -1.505 1.178 0.6626 1.0250 -1.1710 -0.754
C -0.389 -2.500 0.483 0.1678 -0.2879 0.5437 -0.344
H -2.199 -1.308 1.054 0.1719 -0.2066 0.0370 0.983
C 0.881 -2.591 1.106 -0.5631 0.4280 -0.1926 -1.163
C 0.974 -1.561 2.078 -0.5375 0.2602 -0.3805 -0.491
H 1.816 -1.386 2.741 -0.0568 0.0758 -0.1694 0.522
H -0.461 0.071 2.632 -0.0818 -0.3627 0.2539 0.454
H -0.752 -3.076 -0.369 0.0097 -0.1670 0.4617 0.512
H 1.641 -3.342 0.903 -0.1001 0.1932 -0.0376 0.620
Tl 2.653 0.840 -2.000 0.7776 -0.2738 0.8476 0.896
C -0.437 1.216 -2.238 -1.9623 0.2240 0.6635 -1.059
H 0.189 0.329 -2.038 -0.7264 0.2969 0.2629 0.004
H 0.058 2.164 -1.992 -0.0739 -0.3120 0.0737 0.563
H -0.680 1.229 -3.329 -0.0835 -0.0347 0.8833 0.474
Si -2.277 1.116 -1.200 -0.7327 0.5654 -3.7965 0.074
C -3.248 2.522 -0.441 -0.1989 0.4638 0.5600 0.694
C -3.822 2.337 0.850 0.5775 0.2998 0.2364 -0.267
H -4.194 1.363 1.177 0.5148 0.0032 -0.0113 0.482
C -3.915 3.401 1.758 0.0010 0.2424 -0.2626 -0.746
H -4.209 3.239 2.803 -0.0754 -0.0916 -0.6072 0.382
C -3.578 4.698 1.346 -0.0693 -0.5054 -1.0334 -0.502
H -3.612 5.532 2.040 0.0379 -0.1373 -0.1016 0.416
C -3.286 4.916 -0.018 -0.3377 0.1243 0.4016 -0.406
H -3.152 5.934 -0.384 -0.0402 -0.2705 0.0905 0.388
C -3.152 3.844 -0.902 0.4616 -0.1313 0.2607 -0.818
H -2.943 3.991 -1.962 0.2811 0.2950 0.3052 0.394
C -3.329 -0.246 -1.893 -0.3513 -0.3320 -0.9479 0.587
C -4.692 -0.361 -1.533 0.0533 -0.3935 0.4372 -0.485
H -5.302 0.531 -1.352 0.3837 -0.2815 0.3194 0.433
C -5.277 -1.630 -1.399 0.1069 -0.0879 -0.1336 -0.414
H -6.303 -1.742 -1.027 0.4375 0.1929 -0.2735 0.390
C -4.532 -2.783 -1.688 0.4215 0.5021 -0.0471 -0.513
H -4.925 -3.773 -1.476 -0.0406 0.2025 -0.0817 0.408
C -3.267 -2.656 -2.277 -0.2696 0.4981 -0.1730 -0.395
H -2.699 -3.536 -2.570 -0.2032 0.1390 -0.0839 0.408
C -2.714 -1.382 -2.468 0.1855 -0.1446 0.5423 -0.592
H -1.785 -1.260 -3.050 -0.2476 -0.2211 0.7390 0.315
H -1.676 0.336 0.031 -0.1587 -1.3286 2.2597 0.367
H -2.526 0.422 0.250 1.6359 -0.1047 -0.0334 -0.144
N 5.142 -0.110 0.551 0.4837 0.1164 0.1702 -0.200
C 4.199 0.577 1.328 -0.2059 0.2834 0.5143 0.629
C 4.397 0.695 2.723 -0.3182 -0.0680 -0.6452 -0.668
C 3.407 1.330 3.470 -0.0134 0.1392 -0.3519 -0.471
C 2.269 1.823 2.807 0.0617 -0.1274 -0.5406 -0.608
C 2.181 1.691 1.416 0.7333 -0.2277 0.5838 -0.016
N 3.160 1.120 0.689 -0.3405 0.0421 0.0552 -0.147
C 4.818 -1.155 -0.315 -0.2480 -0.0021 -0.0417 0.684
C 5.859 -1.973 -0.786 -0.6314 -0.2990 -0.1962 -0.805
C 5.505 -3.061 -1.580 -0.2624 0.2328 0.2329 -0.317
C 4.145 -3.333 -1.820 -0.4938 0.4359 0.2874 -0.923
C 3.194 -2.438 -1.327 0.6219 0.1077 -0.0273 -0.287
N 3.528 -1.318 -0.641 0.4639 -0.5043 -0.4126 -0.185
H 6.048 -0.219 1.005 -0.4452 0.0509 -0.2847 0.311
H 5.306 0.251 3.149 -0.5388 0.2523 0.0401 0.346
H 3.515 1.441 4.554 -0.0836 -0.0720 -0.4825 0.390
H 1.450 2.303 3.334 0.2106 -0.1231 0.0470 0.426
H 1.324 2.045 0.837 0.1940 0.0115 0.4023 0.174
H 6.877 -1.729 -0.492 -0.0926 -0.2456 -0.2342 0.397
H 6.264 -3.714 -1.997 -0.0200 0.0632 0.1192 0.420
H 3.797 -4.209 -2.366 0.3087 0.2117 0.1031 0.413
H 2.112 -2.578 -1.433 0.4203 -0.0714 -0.1450 0.506
```
Forces are in eV/Å.



3.
# C28H29N7O2ReS

A structure of composition C28H29N7O2ReS at a distorted geometry (ωB97M-V with the def2-TZVPD basis set, OMol25).

Computed properties:
- F_max (eV/A) = 3.6
- total energy (eV) = -56984.2031
- charge = +2
- expectation value of S² = 0.779
- multiplicity = 2

Geometry as XYZ:
```
68
Properties=species:S:1:pos:R:3:forces:R:3:mulliken_charge:R:1
Re 0.459 0.377 -0.167 -2.0855 -0.4011 -1.9045 2.463
C -6.507 1.284 -1.764 -0.3270 0.0081 0.0792 -1.639
C -5.085 0.862 -1.706 0.6876 -0.0270 0.0957 0.103
C -4.595 -0.258 -2.385 -0.0862 0.3391 0.1392 -1.390
C -3.288 -0.638 -2.243 0.3118 0.1178 0.2823 -0.762
C -2.354 0.069 -1.440 -1.7126 0.6466 0.2585 1.800
N -1.081 -0.379 -1.314 3.0637 0.9375 1.7327 0.192
C -0.654 -1.499 -2.046 0.3383 -0.7582 -0.4120 -0.315
C -0.686 -1.515 -3.443 0.1575 0.0690 0.3903 0.056
C -0.147 -2.564 -4.156 0.0643 -0.0303 0.0991 -0.964
C 0.464 -3.637 -3.514 -0.1804 0.2075 0.1951 0.326
C 1.145 -4.707 -4.295 0.1392 -0.1585 -0.0561 -1.573
C 0.476 -3.647 -2.123 -0.0195 0.1235 -0.0671 -0.281
C -0.074 -2.602 -1.390 -0.2111 0.4701 -0.7596 -0.339
N -0.023 -2.648 0.021 -0.1347 -0.5034 0.1007 0.443
C -0.152 -3.735 0.808 0.0375 0.3207 0.2640 -0.060
C 0.027 -3.328 2.112 0.0118 0.1593 -0.1116 -1.369
C 0.258 -1.956 2.034 -0.0480 -0.4443 0.2793 -0.285
N 0.229 -1.556 0.768 0.5398 0.7426 0.0715 -0.335
C -2.867 1.194 -0.719 0.0055 -0.9246 -0.6002 1.028
C -4.199 1.549 -0.883 -0.1991 -0.0818 -0.2466 -0.921
N -2.141 1.901 0.263 -0.2212 0.4478 0.2875 0.291
C -2.557 3.017 0.902 0.4397 -0.0036 0.2890 0.000
C -1.715 3.239 1.971 -0.0445 -0.1620 -0.1898 -1.399
C -0.785 2.211 1.917 -0.3741 0.2817 -0.0053 -0.503
N -1.036 1.417 0.873 0.6551 -0.6311 0.0525 -0.356
H -6.970 1.040 -2.716 -0.0097 0.0086 -0.0846 0.421
H -6.604 2.351 -1.578 -0.0622 0.0571 -0.0638 0.393
H -7.072 0.768 -0.984 -0.0452 -0.0182 -0.0207 0.313
H -5.248 -0.838 -3.018 -0.1168 -0.0896 -0.0562 0.448
H -2.956 -1.533 -2.739 -0.0263 -0.0619 -0.0589 0.435
H -1.120 -0.673 -3.958 -0.0715 0.1210 -0.0909 0.669
H -0.182 -2.539 -5.233 0.0225 0.0021 -0.1909 0.448
H 0.788 -4.731 -5.320 -0.0321 -0.0518 -0.0837 0.400
H 0.995 -5.683 -3.845 -0.0124 -0.1488 0.0066 0.405
H 2.218 -4.518 -4.322 0.0583 -0.0355 -0.0343 0.304
H 0.946 -4.471 -1.607 0.0709 -0.0909 0.1111 0.594
H -0.385 -4.703 0.415 -0.0325 -0.1446 -0.2012 0.538
H -0.011 -3.940 2.988 -0.0410 -0.0971 0.1874 0.459
H 0.429 -1.261 2.835 0.0392 0.1860 0.0321 0.636
H -4.603 2.379 -0.329 -0.0242 0.0455 0.0981 0.279
H -3.383 3.617 0.578 -0.1019 -0.0821 -0.1240 0.446
H -1.765 4.042 2.678 -0.0448 0.1251 0.1099 0.498
H 0.035 2.017 2.583 0.1537 -0.0910 -0.0517 0.770
O -0.909 3.870 -1.482 0.1739 0.3633 -0.5798 -0.375
S 0.280 3.235 -2.028 -0.4206 -1.0685 1.4264 0.183
N 0.631 1.958 -1.285 0.8052 0.3107 -0.4811 -0.261
N 2.219 -0.482 -1.339 -0.4285 0.3050 0.3191 -0.663
H 2.462 -1.444 -1.108 -0.0262 0.0821 -0.0629 0.244
H 3.028 0.098 -1.113 -0.0406 -0.1481 -0.0696 0.299
H 2.084 -0.425 -2.347 -0.0551 -0.0742 0.1026 0.268
C 2.508 3.141 1.313 -0.2723 -0.1809 -0.2704 -0.945
C 2.650 1.748 1.840 0.2554 0.6201 0.2443 0.529
O 2.062 0.802 1.290 -0.7870 -0.5156 -0.5723 -0.846
C 3.459 1.504 3.026 0.1132 -0.3653 0.3260 0.700
C 3.388 0.248 3.653 -0.0765 0.1548 -0.1497 -0.250
C 4.093 0.001 4.811 0.0117 -0.0466 0.0259 -0.714
C 4.896 0.995 5.357 -0.0384 0.0877 -0.1346 -0.397
C 4.994 2.235 4.737 0.0729 -0.0263 0.0823 -0.842
C 4.279 2.494 3.586 -0.2168 -0.1134 -0.2046 -0.387
H 1.729 3.157 0.551 0.1290 0.0629 0.0957 -0.256
H 3.447 3.466 0.866 0.0877 0.0482 0.0020 0.539
H 2.254 3.836 2.109 0.0595 0.0412 0.0721 0.437
H 2.757 -0.517 3.225 0.0153 -0.0487 -0.0252 0.377
H 4.020 -0.963 5.293 0.0089 -0.0279 0.0260 0.425
H 5.448 0.805 6.264 0.0632 -0.0274 0.0945 0.430
H 5.630 3.002 5.155 0.0232 0.0267 0.0335 0.425
H 4.367 3.460 3.116 0.0107 0.1606 -0.0486 0.412
```
Forces are in eV/Å.